Entry 1:
Formula: C28H28N4O4
Source: OMol25
Level of theory: wB97M-V/def2-TZVPD

Calculated values
Kohn-Sham gap = 7.7990 eV
SMILES = CC(C)Oc1ccc(/C=C(\NC(=O)/C=C/c2ccco2)C(=O)NCCc2nc3ccccc3[nH]2)cc1
2S+1 = 1
Energy relative to the best compared isomer or geometry (same formula, charge and spin) = 171.75 kJ/mol

CARTESIAN COORDINATES (ANGSTROEM)
C: 7.48 2.94 -0.16
C: 6.45 2.03 0.49
C: 6.89 1.61 1.89
O: 6.33 0.90 -0.36
C: 5.25 0.08 -0.28
C: 4.14 0.26 0.54
C: 3.09 -0.64 0.51
C: 3.11 -1.75 -0.33
C: 2.02 -2.72 -0.38
C: 0.71 -2.48 -0.41
N: 0.14 -1.20 -0.43
C: -1.03 -0.89 -1.08
O: -1.70 -1.71 -1.67
C: -1.41 0.52 -0.93
C: -2.51 0.99 -1.54
C: -3.03 2.31 -1.40
C: -4.14 2.90 -1.97
C: -4.21 4.21 -1.45
C: -3.15 4.32 -0.59
O: -2.44 3.19 -0.56
C: -0.26 -3.63 -0.38
O: -0.11 -4.64 -1.03
N: -1.21 -3.47 0.57
C: -2.39 -4.29 0.61
C: -3.53 -3.62 -0.17
C: -3.82 -2.24 0.31
N: -3.11 -1.56 1.17
C: -3.71 -0.34 1.28
C: -3.37 0.78 2.04
C: -4.17 1.89 1.94
C: -5.29 1.92 1.10
C: -5.65 0.82 0.34
C: -4.85 -0.30 0.43
N: -4.89 -1.53 -0.16
C: 4.25 -1.95 -1.12
C: 5.29 -1.05 -1.10
H: 8.43 2.42 -0.24
H: 7.16 3.22 -1.16
H: 7.62 3.84 0.44
H: 5.49 2.56 0.54
H: 6.96 2.49 2.54
H: 7.86 1.13 1.84
H: 6.18 0.91 2.33
H: 4.07 1.10 1.22
H: 2.27 -0.49 1.19
H: 2.31 -3.76 -0.44
H: 0.77 -0.43 -0.22
H: -0.82 1.15 -0.29
H: -3.07 0.33 -2.19
H: -4.80 2.45 -2.68
H: -4.94 4.95 -1.67
H: -2.82 5.14 0.02
H: -1.37 -2.55 0.97
H: -2.15 -5.25 0.16
H: -2.69 -4.43 1.65
H: -3.23 -3.54 -1.22
H: -4.44 -4.23 -0.12
H: -2.51 0.76 2.68
H: -3.93 2.77 2.51
H: -5.89 2.82 1.06
H: -6.52 0.85 -0.31
H: -5.54 -1.85 -0.85
H: 4.29 -2.81 -1.76
H: 6.16 -1.19 -1.72

***

Entry 2:
Formula: C28H29BN10NiOS2
Source: OMol25
Level of theory: wB97M-V/def2-TZVPD

Calculated values
Kohn-Sham gap = 5.5135 eV
2S+1 = 1
Energy relative to the best compared isomer or geometry (same formula, charge and spin) = 0.00 kJ/mol

CARTESIAN COORDINATES (ANGSTROEM)
Ni: 0.49 0.01 -1.06
N: -1.73 9.93 -1.08
C: -1.50 8.81 -1.12
C: -1.20 7.40 -1.17
C: -0.66 6.77 -0.05
C: -0.37 5.42 -0.10
C: -0.63 4.69 -1.26
C: -1.17 5.33 -2.37
C: -1.45 6.68 -2.33
C: -0.31 3.24 -1.31
C: 0.99 2.87 -1.61
C: 2.05 3.72 -2.03
C: 3.09 2.91 -2.39
C: 2.65 1.58 -2.15
N: 1.41 1.55 -1.69
C: -1.36 2.33 -1.13
C: -2.73 2.65 -1.03
C: -3.42 1.46 -1.07
C: -2.44 0.45 -1.17
N: -1.21 0.96 -1.19
H: -0.47 7.34 0.85
H: 0.05 4.92 0.76
H: -1.36 4.76 -3.27
H: -1.87 7.18 -3.19
H: 2.00 4.80 -2.10
H: 4.05 3.19 -2.78
H: 3.21 0.67 -2.29
H: -3.14 3.65 -0.97
H: -4.48 1.31 -1.03
H: -2.62 -0.61 -1.22
C: -0.16 -6.94 1.14
N: 0.30 -5.74 1.77
C: 0.01 -5.35 3.07
C: 0.81 -4.31 3.34
N: 1.60 -4.05 2.23
B: 2.84 -3.12 2.36
N: 2.53 -1.54 2.35
C: 2.59 -0.83 3.52
C: 2.38 0.47 3.26
N: 2.21 0.57 1.90
C: 2.02 1.82 1.17
C: 2.32 -0.66 1.34
S: 2.40 -0.98 -0.36
C: 1.28 -4.93 1.25
S: 1.92 -5.12 -0.29
H: -1.11 -7.24 1.59
H: 0.56 -7.75 1.26
H: -0.27 -6.77 0.07
H: -0.70 -5.88 3.68
H: 0.93 -3.74 4.25
H: 3.67 -3.37 1.53
H: 3.22 -3.28 3.50
H: 2.78 -1.33 4.45
H: 2.35 1.34 3.90
H: 2.17 2.64 1.87
H: 1.02 1.87 0.75
H: 2.75 1.89 0.37
C: -3.26 -3.92 -0.50
N: -2.04 -3.27 -0.89
C: -1.52 -3.30 -2.25
C: -0.43 -2.24 -2.19
O: 0.26 -1.87 -3.10
N: -0.44 -1.69 -0.90
C: -1.41 -2.29 -0.22
N: -1.68 -1.96 1.04
H: -4.14 -3.45 -0.95
H: -3.37 -3.91 0.58
H: -3.23 -4.96 -0.81
H: -2.29 -3.00 -2.98
H: -1.10 -4.27 -2.51
H: -1.17 -1.20 1.45
H: -2.47 -2.33 1.54

***

Entry 3:
Formula: C28H29BN6OSiZr
Source: OMol25
Level of theory: wB97M-V/def2-TZVPD

Calculated values
Net charge = +2
Kohn-Sham gap = 3.8871 eV
2S+1 = 1

CARTESIAN COORDINATES (ANGSTROEM)
H: 0.75 3.47 -1.56
N: 0.33 1.76 -2.75
B: -0.35 0.21 -4.83
N: 0.00 1.57 -4.10
C: 0.12 2.74 -4.74
Zr: 1.40 0.29 -1.34
H: -0.02 2.81 -5.81
C: 0.40 3.73 -3.81
H: 0.52 4.78 -3.98
C: 0.52 3.12 -2.57
H: -0.33 0.35 -6.03
C: -3.29 -2.52 0.83
H: -2.66 -3.07 1.53
H: -2.83 -1.56 0.57
H: -3.48 -3.12 -0.07
N: -1.86 -0.20 -4.48
N: 0.63 -0.93 -4.37
N: -2.08 -0.36 -3.17
N: 1.06 -1.20 -3.07
C: -3.04 -0.42 -5.14
C: 1.27 -1.76 -5.21
H: -3.05 -0.33 -6.24
H: 1.16 -1.65 -6.28
C: -4.01 -0.75 -4.17
C: 2.01 -2.67 -4.46
C: -3.33 -0.69 -2.92
C: 1.87 -2.32 -3.12
H: -5.07 -0.99 -4.34
H: 2.58 -3.50 -4.83
H: -3.70 -0.84 -1.93
H: 2.29 -2.72 -2.19
H: -4.22 -2.33 1.31
O: 0.93 0.08 0.54
Si: 0.73 0.21 2.29
C: 1.71 -1.26 2.75
C: 2.86 -1.01 3.50
C: 3.67 -2.08 3.88
C: 3.37 -3.38 3.42
C: 2.26 -3.60 2.59
C: 1.44 -2.53 2.22
C: 1.51 1.85 2.53
C: 2.54 2.31 1.71
C: 3.13 3.55 1.98
C: 2.65 4.34 3.04
C: 1.56 3.89 3.81
C: 0.97 2.65 3.54
C: -1.06 0.09 2.73
C: -1.41 -0.90 3.66
C: -2.73 -0.98 4.11
C: -3.70 -0.10 3.61
C: -3.35 0.86 2.66
C: -2.02 0.96 2.20
H: 3.11 0.02 3.79
H: 4.54 -1.89 4.50
H: 4.00 -4.22 3.73
H: 2.04 -4.60 2.21
H: 0.61 -2.68 1.52
H: 2.90 1.71 0.85
H: 3.96 3.90 1.37
H: 3.12 5.29 3.27
H: 1.16 4.50 4.62
H: 0.10 2.30 4.09
H: -0.65 -1.58 4.04
H: -3.00 -1.74 4.84
H: -4.73 -0.16 3.98
H: -4.11 1.53 2.25
H: -1.74 1.71 1.46

***

Entry 4:
Formula: C28H29BN6PdSi
Source: OMol25
Level of theory: wB97M-V/def2-TZVPD

Calculated values
Net charge = +2
Kohn-Sham gap (alpha / beta) = 5.6429 / 4.2371 eV
2S+1 = 3

CARTESIAN COORDINATES (ANGSTROEM)
C: 0.17 2.58 -1.74
N: 0.26 1.31 -2.17
N: 0.53 1.33 -3.53
C: 0.50 2.61 -3.97
C: 0.28 3.43 -2.87
B: 0.78 0.03 -4.29
N: 1.81 -0.83 -3.53
N: 1.78 -1.12 -2.16
C: 2.81 -1.97 -1.92
C: 3.49 -2.22 -3.14
C: 2.81 -1.52 -4.13
Pd: 0.23 -0.38 -0.90
N: -0.53 -0.81 -4.25
N: -1.02 -1.26 -3.02
C: -2.12 -1.96 -3.32
C: -2.36 -1.94 -4.72
C: -1.31 -1.22 -5.27
H: -2.70 -2.47 -2.57
H: -1.02 -0.94 -6.28
H: -3.17 -2.40 -5.28
H: 1.14 0.20 -5.41
H: 2.89 -1.48 -5.20
H: 0.60 2.91 -5.00
H: 4.35 -2.84 -3.32
H: 0.23 4.51 -2.88
H: 3.04 -2.36 -0.94
H: 0.06 2.85 -0.69
H: -0.17 -2.38 -0.73
C: 0.29 -3.04 0.11
H: 0.73 -3.92 -0.33
H: 1.04 -2.45 0.69
H: -0.48 -3.30 0.83
C: -1.78 4.59 2.67
C: -0.44 4.35 2.32
C: -0.05 3.10 1.84
C: -0.99 2.06 1.68
C: -2.33 2.31 2.03
C: -2.72 3.56 2.52
Si: -0.35 0.32 1.27
C: 1.26 0.32 2.24
C: 2.51 0.24 1.63
C: 3.67 0.21 2.42
C: 3.60 0.33 3.81
C: 2.35 0.50 4.41
C: 1.18 0.50 3.64
C: -1.52 -0.90 2.10
C: -1.00 -1.80 3.06
C: -1.85 -2.73 3.68
C: -3.21 -2.78 3.35
C: -3.72 -1.90 2.39
C: -2.88 -0.98 1.75
H: -2.08 5.56 3.05
H: 0.30 5.15 2.43
H: 1.02 2.92 1.63
H: -3.08 1.52 1.95
H: -3.76 3.74 2.79
H: 2.58 0.19 0.54
H: 4.65 0.11 1.96
H: 4.51 0.30 4.43
H: 2.28 0.60 5.50
H: 0.21 0.65 4.14
H: 0.06 -1.78 3.31
H: -1.43 -3.41 4.42
H: -3.86 -3.51 3.84
H: -4.78 -1.94 2.14
H: -3.30 -0.32 0.99

***

Computed electronic energy, in the same sequence as the records: -43641.65688; -109848.03843; -50315.46707; -50463.41192 eV.